{"formula": "C6H12O", "method": "ωB97M-V/def2-TZVPD", "species": ["C", "C", "C", "C", "C", "C", "H", "H", "H", "H", "H", "H", "H", "H", "H", "H", "H", "H", "O"], "positions_angstrom": [[-1.9506, 1.1062, -1.5013], [-1.7583, 0.1951, -0.3231], [2.8046, 0.4175, 0.6273], [1.7345, 1.0593, 1.0834], [0.5081, 1.1089, 0.2830], [-0.5780, 0.3961, 0.5958], [-1.1221, 1.1772, -2.1937], [-2.3899, 2.0487, -1.1571], [-2.7177, 0.6789, -2.1823], [-1.7001, -0.8539, -0.6523], [-2.5630, 0.3164, 0.4249], [3.5737, 0.0253, 1.2962], [2.8880, 0.0089, -0.3740], [1.7430, 1.4415, 2.0877], [0.4028, 1.8437, -0.5132], [-0.7764, -0.0864, 1.5611], [0.6432, -3.3216, -0.4193], [-0.2836, -4.1566, -0.2215], [-0.3289, -3.1638, -0.2694]], "forces_ev_per_a": [[-1.5051, -0.2847, -0.7015], [0.1569, -0.1979, 1.2290], [0.3183, -0.8391, 0.4664], [0.5527, -0.3958, -0.3261], [-1.0991, 0.5222, 0.4740], [0.0259, 0.4074, -0.6144], [0.6064, 0.4952, 0.3483], [0.6415, 0.2030, -0.3679], [0.0824, 0.0832, 0.5741], [-0.2493, 0.1754, 0.2687], [-0.4705, -0.3704, -0.8860], [0.1382, 0.8218, -0.0595], [-0.3685, 0.1189, -0.0849], [-0.1310, -0.0217, 0.4545], [0.3881, -0.5027, -0.4376], [0.9318, -0.2419, -0.3413], [-0.3404, 2.3045, -0.0551], [-2.1938, 0.5492, 0.3242], [2.5155, -2.8265, -0.2650]], "spin_multiplicity": 1, "de_lowest_kcal_mol": 63.5, "smiles": "C=C/C=C/CC.O", "homo_lumo_gap_ev": 9.34, "e_tot_ha": -310.9581}



{"formula": "C3H8NO2", "method": "ωB97M-V/def2-TZVPD", "species": ["C", "C", "C", "O", "O", "N", "H", "H", "H", "H", "H", "H", "H", "H"], "positions_angstrom": [[0.1394, -0.6510, 0.4707], [0.3660, 0.5211, -0.1626], [1.5785, -0.9117, -0.9932], [2.2669, -0.0267, -1.6562], [1.8615, -1.9869, -0.6490], [-2.4536, 1.1375, 0.8403], [-0.5167, -1.4624, 0.1947], [0.5403, -0.9092, 1.4455], [0.8878, 1.3569, 0.2892], [-0.1455, 0.7808, -1.0838], [3.2065, -0.2964, -1.6819], [-2.2816, 0.3266, 0.2589], [-3.4585, 1.1186, 0.9928], [-1.9911, 1.0028, 1.7346]], "forces_ev_per_a": [[-0.4834, -0.6283, 1.0154], [-0.8554, 0.5631, -0.8070], [2.3953, 0.1938, 1.5372], [-0.8618, 0.5804, -0.0893], [-0.6856, -0.6660, -0.5247], [0.0327, -0.1806, -0.2019], [-0.2793, 0.2316, -0.8981], [0.5957, 0.4557, -0.0231], [0.5017, -0.3613, 0.0153], [-0.1854, -0.1219, 0.0361], [-0.0483, -0.2144, -0.2915], [-0.0142, -0.0768, 0.0716], [0.1163, 0.2633, 0.1705], [-0.2284, -0.0387, -0.0106]], "total_charge": 1, "spin_multiplicity": 1, "de_lowest_kcal_mol": 108.0, "homo_lumo_gap_ev": 7.89, "e_tot_ha": -323.9552}



{"formula": "CHCl2NO2", "method": "ωB97M-V/def2-TZVPD", "species": ["C", "N", "O", "O", "Cl", "Cl", "H"], "positions_angstrom": [[0.2873, 0.3510, -0.4048], [-0.3273, -0.5924, 0.5685], [0.1138, -1.7126, 0.7188], [-1.3155, -0.1404, 1.0865], [0.9313, -0.5107, -1.7718], [1.3789, 1.3825, 0.4056], [-1.0684, 1.2225, -0.6027]], "forces_ev_per_a": [[-3.6002, 2.4151, -1.5112], [-0.7190, -1.2136, 0.1778], [0.2238, 0.6900, -0.0479], [-0.4305, -0.0940, 0.8889], [-0.1752, 0.4427, 0.2260], [0.6554, 0.2786, 0.2536], [4.0457, -2.5187, 0.0128]], "spin_multiplicity": 1, "de_lowest_kcal_mol": 96.6, "homo_lumo_gap_ev": 10.17, "e_tot_ha": -1164.1338}



{"formula": "B2CdF20P2", "method": "ωB97M-V/def2-TZVPD", "species": ["Cd", "P", "F", "F", "F", "F", "F", "F", "P", "F", "F", "F", "F", "F", "F", "B", "F", "F", "F", "F", "B", "F", "F", "F", "F"], "positions_angstrom": [[0.3578, 0.0427, 0.3984], [-1.9009, -2.2504, -0.3264], [-1.1435, -1.0608, -1.1944], [-2.7659, -2.6694, -1.6171], [-0.7440, -3.2742, -0.7622], [-2.5653, -3.3799, 0.5879], [-0.9753, -1.7467, 0.9442], [-3.0309, -1.2070, 0.0943], [0.1473, 2.6633, -1.6587], [-0.9294, 1.7403, -0.8273], [-0.2051, 1.8389, -3.0030], [-0.9871, 3.7319, -2.0014], [1.2691, 3.4836, -2.4702], [0.5193, 3.4497, -0.3252], [1.2675, 1.4816, -1.2741], [-0.1972, 0.9183, 2.6083], [0.4012, -0.3716, 2.7072], [-0.3972, 1.4549, 3.8634], [0.6735, 1.7334, 1.8181], [-1.4025, 0.7872, 1.8823], [2.5635, -1.5012, 0.1095], [2.6111, -0.2280, 0.7743], [3.7845, -1.8311, -0.4494], [2.1205, -2.4620, 1.0155], [1.5290, -1.3436, -0.8940]], "forces_ev_per_a": [[-0.4680, -0.1940, -1.6637], [0.2512, -0.1078, -0.6993], [-0.2291, -0.0188, -0.0403], [-0.0229, -0.0445, -0.0210], [0.0202, 0.0314, 0.0705], [-0.1744, -0.1550, 0.1849], [-0.0929, -0.4083, 0.1904], [-0.1807, 0.2357, 0.1797], [0.1904, -0.5632, -0.6618], [-0.0957, 0.1411, 0.1226], [0.0052, 0.0373, 0.2012], [-0.2408, 0.2122, -0.0487], [0.0741, 0.0005, 0.0531], [0.0895, 0.0618, 0.2339], [0.0162, 0.3849, -0.0268], [-0.4940, 0.3832, 1.6836], [-0.0245, 0.4403, 0.0016], [0.0243, 0.0527, -0.1777], [-0.0165, 0.0536, 0.4096], [0.2842, 0.0883, 0.1308], [0.2237, -0.7443, 0.0921], [0.2290, -0.1670, -0.1263], [-0.2430, 0.2055, -0.0053], [0.2223, 0.2199, -0.1521], [0.6523, -0.1456, 0.0691]], "total_charge": -2, "spin_multiplicity": 1, "de_lowest_kcal_mol": 0.0, "homo_lumo_gap_ev": 12.60, "e_tot_ha": -2898.5685}



{"formula": "C5H8O2", "method": "ωB97M-V/def2-TZVPD", "species": ["C", "C", "C", "O", "C", "C", "O", "H", "H", "H", "H", "H", "H", "H", "H"], "positions_angstrom": [[0.1162, 0.8857, 1.4951], [-0.1193, -0.3866, 0.6856], [-1.2928, -0.4695, -0.2993], [-1.1591, 0.6461, -1.1727], [-0.4143, -0.5387, -1.4652], [0.8191, -0.5646, -0.5760], [1.8110, 0.3827, -0.8356], [-0.5859, 0.9958, 2.3285], [0.0429, 1.7845, 0.8755], [1.1284, 0.8700, 1.9185], [-0.0821, -1.2596, 1.3463], [-2.2553, -0.9776, -0.2354], [-0.6070, -0.9947, -2.4289], [1.2740, -1.5593, -0.5648], [1.3242, 1.1857, -1.0716]], "forces_ev_per_a": [[-0.0612, 0.0358, 0.0089], [0.1256, 0.0305, 0.1815], [-0.3846, -0.1696, 0.2456], [0.0095, 0.0836, -0.0751], [0.0540, -0.3436, -0.1830], [-0.0676, -0.2745, -0.0029], [-0.1628, 0.2219, -0.0362], [0.0181, -0.1087, -0.1676], [-0.0657, -0.1630, 0.0348], [-0.1913, -0.0568, -0.1137], [0.0792, 0.0504, -0.1912], [0.1435, 0.4561, 0.2496], [0.1619, 0.0251, 0.0534], [0.0398, 0.1787, -0.0605], [0.3016, 0.0339, 0.0566]], "spin_multiplicity": 1, "de_lowest_kcal_mol": 53.9, "smiles": "C[C@@H]1[C@H](O)[C@@H]2O[C@H]12", "homo_lumo_gap_ev": 10.91, "e_tot_ha": -345.7191}



{"formula": "C22H34N2O2", "method": "ωB97M-V/def2-TZVPD", "species": ["C", "C", "C", "C", "C", "C", "H", "C", "C", "O", "N", "C", "C", "C", "C", "H", "H", "H", "H", "H", "H", "H", "H", "H", "C", "H", "H", "C", "C", "O", "N", "H", "C", "C", "C", "C", "C", "C", "C", "H", "H", "H", "H", "H", "H", "H", "H", "H", "H", "H", "H", "H", "H", "H", "H", "H", "H", "H", "H", "H"], "positions_angstrom": [[-3.2147, -3.8623, -1.0010], [-1.9629, -3.0519, -0.6868], [-2.0442, -2.4084, 0.6958], [-0.7277, -1.7787, 1.1492], [-0.2950, -0.5887, 0.2933], [0.9296, 0.1095, 0.8765], [0.7072, 0.4146, 1.9062], [1.3919, 1.3439, 0.0931], [2.8873, 1.4135, 0.3911], [3.6041, 2.3834, 0.2684], [3.2711, 0.1980, 0.8263], [4.6354, -0.1490, 1.1253], [5.2496, -1.1025, 0.0949], [5.1997, -0.5653, -1.3359], [5.9972, 0.7201, -1.5214], [5.5328, 1.5443, -0.9869], [6.0376, 0.9848, -2.5754], [7.0160, 0.5944, -1.1601], [5.5950, -1.3361, -2.0026], [4.1610, -0.3846, -1.6211], [4.7241, -2.0600, 0.1365], [6.2882, -1.2812, 0.3800], [4.6754, -0.6129, 2.1184], [5.1935, 0.7886, 1.1523], [2.1950, -0.7625, 0.8903], [2.2858, -1.3686, 1.7958], [2.2136, -1.4306, 0.0191], [0.6794, 2.6496, 0.4293], [-0.6146, 2.7747, -0.3537], [-0.6837, 2.5658, -1.5468], [-1.6820, 3.1688, 0.3785], [-1.6106, 3.2247, 1.3811], [-3.0003, 3.3258, -0.2114], [-3.7944, 2.0460, -0.1367], [-4.6531, 1.7969, 0.9252], [-5.3582, 0.6074, 0.9920], [-5.2099, -0.3429, -0.0035], [-4.3471, -0.1048, -1.0610], [-3.6381, 1.0810, -1.1244], [-2.9555, 1.2686, -1.9395], [-4.2281, -0.8429, -1.8402], [-5.7672, -1.2672, 0.0464], [-6.0275, 0.4240, 1.8199], [-4.7795, 2.5412, 1.6995], [-3.5187, 4.1366, 0.3062], [-2.8412, 3.6002, -1.2573], [0.5090, 2.7336, 1.5038], [1.3374, 3.4675, 0.1193], [1.2808, 1.1745, -0.9852], [-1.1187, 0.1260, 0.2300], [-0.0682, -0.9198, -0.7209], [-0.8427, -1.4424, 2.1832], [0.0551, -2.5403, 1.1354], [-2.3268, -3.1751, 1.4220], [-2.8280, -1.6478, 0.6947], [-1.0900, -3.7080, -0.7295], [-1.8372, -2.2767, -1.4439], [-4.0991, -3.2323, -0.9459], [-3.1559, -4.2883, -2.0000], [-3.3320, -4.6760, -0.2881]], "forces_ev_per_a": [[0.2524, 0.0805, -0.0816], [-0.2666, 0.0128, 0.2260], [0.3450, -0.0870, -0.0691], [-0.2618, 0.1607, -0.1653], [0.1516, -0.0766, 0.4208], [-0.0141, -0.0680, -0.4212], [0.0502, 0.0127, 0.0027], [-0.0251, 0.1739, 0.2568], [-0.4251, 0.0707, -0.0032], [0.1999, 0.3955, -0.1117], [0.0722, -0.2718, 0.2082], [0.3339, -0.0679, -0.0496], [-0.2364, 0.1624, -0.0894], [0.1929, -0.0235, 0.1568], [-0.1687, -0.1126, -0.0432], [0.0235, 0.1222, 0.0468], [0.0567, 0.0856, -0.0828], [0.1543, 0.0180, 0.0223], [-0.1045, -0.0086, -0.0247], [-0.0672, -0.0805, -0.0715], [0.0605, -0.0768, 0.0492], [0.0317, -0.0834, 0.0385], [0.0122, 0.0999, -0.0480], [-0.0311, -0.0670, 0.0814], [-0.1640, -0.0835, 0.0408], [-0.0168, -0.0368, -0.0593], [-0.0399, -0.0736, 0.0396], [0.1761, -0.2202, -0.3844], [0.2321, 0.1386, 0.5721], [0.0181, -0.1312, -0.4353], [-0.2971, 0.2341, 0.2552], [0.1457, -0.0215, -0.1002], [0.0467, -0.0932, -0.1312], [-0.0198, 0.1070, -0.0090], [0.0424, 0.0470, -0.0645], [-0.0602, -0.0671, 0.0886], [-0.0717, -0.0683, 0.0096], [-0.0219, -0.0249, -0.0261], [-0.0207, 0.0060, -0.0478], [0.0815, 0.0409, -0.1037], [0.0169, -0.0895, -0.0786], [-0.0379, -0.0770, -0.0001], [-0.0594, -0.0150, 0.0584], [-0.0229, 0.0935, 0.0714], [0.0322, -0.0492, -0.0855], [-0.0882, 0.0701, 0.1585], [0.0277, 0.0278, 0.0332], [-0.0840, 0.0265, 0.0483], [0.0466, -0.0212, 0.0265], [-0.0963, 0.0211, -0.0747], [0.0045, 0.0618, -0.1292], [0.0868, -0.0057, 0.0716], [0.0781, -0.0730, 0.0794], [-0.0963, -0.0137, 0.0248], [-0.0599, -0.0102, 0.0615], [0.0991, 0.0348, -0.0555], [0.1051, 0.0166, -0.0770], [-0.1657, 0.0440, -0.0001], [-0.0911, -0.0777, -0.0867], [-0.0620, -0.0887, 0.0613]], "spin_multiplicity": 1, "de_lowest_kcal_mol": 3.9, "smiles": "CCCCC[C@H]1CN(CCCC)C(=O)[C@@H]1CC(=O)NCc1ccccc1", "homo_lumo_gap_ev": 9.84, "e_tot_ha": -1118.7675}